Computed, not measured: a 2-piece molecular cluster, C23H37BF4N2O4 overall, with ωB97M-V/def2-TZVPD.

Geometry as XYZ:
```
71
Properties=species:S:1:pos:R:3:mulliken_charge:R:1
H 1.282 3.164 -1.285 0.406
H 0.848 -1.759 0.362 0.235
C 1.288 -4.221 -2.450 -0.716
C -0.204 -5.671 0.406 -0.944
F -4.181 -1.401 0.727 -0.284
H -0.851 1.963 -0.653 0.320
C -0.562 4.621 -0.068 -1.605
N -0.019 -4.501 -2.246 0.159
H 4.111 -2.433 0.908 0.278
H 0.459 -4.855 0.137 0.126
H -2.347 3.680 2.247 0.309
F -4.417 -0.917 -1.364 -0.285
N 0.507 3.762 1.944 0.732
H 2.695 -2.675 -2.642 0.839
H 2.013 -4.999 -2.578 0.466
C -1.827 4.638 2.157 -1.246
H -0.896 -5.280 1.145 0.297
H 1.141 5.845 3.468 0.406
C -0.636 3.895 4.178 -1.813
C -2.239 -1.213 -0.523 0.102
C -0.487 -5.881 -2.154 -0.180
H -0.478 6.537 3.616 0.371
F -3.885 -2.917 -0.767 -0.256
H -1.014 -7.315 -0.693 0.428
H 4.045 -0.582 -1.508 0.306
C -3.685 -1.611 -0.494 0.645
H -1.937 6.141 0.601 0.412
H -1.311 4.524 4.761 0.404
C -0.659 2.155 0.407 -1.431
H -1.312 -5.963 -2.865 0.381
H 2.128 4.140 -0.086 0.514
C -0.586 -2.238 -2.126 0.268
H 4.324 0.049 0.112 0.498
C 3.822 -0.734 -0.453 -0.419
C 0.164 5.913 2.988 -1.702
C 4.445 -2.091 -0.064 -1.230
C 1.197 -0.516 -2.294 -0.342
H 4.173 -2.856 -0.785 0.253
C -0.439 4.509 2.800 1.400
O 1.185 2.822 2.554 -0.768
H -1.676 -1.927 0.066 0.375
H 0.298 6.426 2.034 0.344
H 0.364 -6.440 0.914 0.357
H -2.034 -5.853 -0.702 0.362
H -2.427 5.345 2.734 0.595
C -1.636 -1.175 -1.951 -1.097
C 0.176 3.433 0.562 1.757
C -0.948 -3.519 -2.103 -0.101
B 2.272 -0.704 -0.236 0.430
H -2.713 4.635 0.200 0.308
O 1.664 -1.421 0.752 -0.696
C -1.024 -6.236 -0.773 -0.488
F 0.481 -6.737 -2.557 -0.350
H -1.076 2.899 4.113 0.392
H -0.814 4.394 -1.106 0.528
H 2.038 2.387 0.100 0.170
H -1.974 -3.814 -1.971 0.592
H 5.525 -2.015 -0.116 0.412
H -1.628 2.216 0.906 0.400
C 1.672 -2.955 -2.480 -0.676
O 1.409 0.065 -1.084 0.271
H -0.134 1.286 0.804 0.357
C -1.829 5.058 0.683 -0.754
H -2.187 -0.223 -0.084 -0.359
H 0.126 5.469 -0.116 0.403
H 0.300 3.820 4.727 0.352
C 0.744 -1.933 -2.297 0.073
H -2.408 -1.381 -2.688 0.700
H -1.259 -0.191 -2.196 0.501
O 1.358 0.092 -3.338 -0.590
C 1.485 3.269 -0.217 -1.903
```

Results
E_LUMO in Eh: -0.081
E_tot in eV: -47165.323
Strongest force on any atom in eV/Å: 2.354
Kohn-Sham gap in eV: 1.85
HOMO in eV: -4.0

Computed, not measured: the molecule CH4, with ωB97M-V/def2-TZVPD.

Geometry as XYZ:
```
5
Properties=species:S:1:pos:R:3:nbo_charge:R:1
C 0.085 -0.030 -0.036 -0.856
H -0.452 0.254 0.842 0.210
H 0.613 0.793 -0.103 0.211
H 0.444 -1.093 0.084 0.224
H -0.690 0.076 -0.788 0.210
```

Results
E_LUMO in Eh: 0.049
E_tot in eV: -1101.202
Strongest force on any atom in eV/Å: 5.387
Kohn-Sham gap in eV: 14.15
HOMO in eV: -12.8
SMILES: C

Computed, not measured: C28H27NNaO4S2Sb as an isolated structure, with ωB97M-V/def2-TZVPD.

Geometry as XYZ:
```
64
Properties=species:S:1:pos:R:3:nbo_charge:R:1
O -1.637 0.626 1.285 -0.839
H -2.315 5.262 0.966 0.208
C -1.883 7.208 2.815 -0.630
H 3.807 -0.239 -4.581 0.232
C -2.724 5.001 1.935 -0.228
C -3.379 3.794 2.100 -0.121
C 3.445 -1.210 -6.451 -0.201
H -2.888 -3.359 0.180 0.225
H -0.891 -2.109 -3.378 0.215
C -3.768 4.330 4.412 -0.166
C 0.325 -2.380 -0.219 -0.254
H 4.202 -0.639 -6.971 0.223
H -2.572 8.042 2.962 0.223
C 1.719 -2.883 -6.462 -0.225
C 5.189 -2.709 0.320 -0.203
H -0.814 -2.983 1.485 0.228
C 5.389 -4.083 -1.645 -0.227
C -0.827 -2.820 0.416 -0.183
H -4.178 4.051 5.373 0.243
H -2.905 -2.920 -2.253 0.222
C -2.585 5.893 2.997 -0.001
H 6.637 -4.272 0.086 0.219
H -1.460 7.297 1.816 0.214
C -3.116 5.539 4.234 -0.220
H 5.528 -2.436 1.310 0.223
H -3.483 3.106 1.270 0.225
C 2.688 -2.152 -7.134 -0.187
C 4.330 -3.403 -2.229 -0.155
C 5.813 -3.739 -0.370 -0.189
H 0.760 -3.272 -4.595 0.212
H -1.957 1.705 4.170 0.185
C -3.903 3.463 3.341 -0.388
C 3.225 -0.994 -5.100 -0.209
H 2.856 -2.318 -8.189 0.221
H -2.715 0.387 5.072 0.215
H -1.921 -1.224 3.317 0.219
C -2.418 0.712 4.075 -0.219
C -0.848 -2.335 -2.319 -0.243
H 1.130 -3.621 -6.990 0.221
H 1.210 -2.205 0.382 0.237
N -3.607 0.765 3.232 -0.888
C -1.997 -2.779 -1.682 -0.208
S 2.275 0.845 -1.744 -0.842
C 1.501 -2.672 -5.108 -0.159
C 4.136 -2.021 -0.265 -0.212
H 4.002 -3.673 -3.227 0.211
C -1.413 -0.269 3.489 -0.519
Sb 2.090 -1.324 -2.373 1.735
Na 0.104 0.847 -0.062 0.919
O -5.706 1.794 2.493 -0.941
S -4.728 1.900 3.538 2.341
H -0.604 -0.449 4.194 0.230
C 0.321 -2.142 -1.591 -0.337
H -3.347 0.735 2.244 0.443
O 0.398 0.023 1.959 -0.785
O -5.098 1.796 4.920 -0.953
H -1.074 7.324 3.537 0.221
C 3.702 -2.374 -1.538 -0.417
H 3.674 -1.191 0.259 0.239
C -0.828 0.169 2.147 0.772
C 2.251 -1.724 -4.424 -0.421
H 5.883 -4.879 -2.186 0.219
H -3.015 6.218 5.072 0.212
C -1.987 -3.025 -0.316 -0.183
```

Results
E_LUMO in Eh: -0.001
E_tot in eV: -71780.282
Strongest force on any atom in eV/Å: 0.616
Kohn-Sham gap in eV: 8.94
HOMO in eV: -9.0

Computed, not measured: CH4FO3P as an isolated structure, with ωB97M-V/def2-TZVPD.

Geometry as XYZ:
```
10
Properties=species:S:1:pos:R:3:nbo_charge:R:1
F 0.115 -0.672 -1.704 -0.529
H -0.399 -0.740 0.483 0.236
O -1.511 1.332 0.331 -0.006
H 1.924 0.071 1.422 -0.031
O -2.228 0.156 0.259 -0.413
H -2.628 0.084 -0.640 0.482
H 2.331 -1.353 -0.002 -0.008
P 2.164 0.027 0.088 0.370
O -0.096 1.166 -0.118 -0.263
C 0.327 -0.072 -0.119 0.162
```

Results
E_LUMO in Eh: 0.016
E_tot in eV: -19243.569
Strongest force on any atom in eV/Å: 3.123
Kohn-Sham gap in eV: 11.07
HOMO in eV: -10.6

Computed, not measured: C18H37NO2 as an isolated structure, with ωB97M-V/def2-TZVPD.

Geometry as XYZ:
```
58
Properties=species:S:1:pos:R:3:nbo_charge:R:1
H -2.653 -0.984 3.340 0.237
C -2.267 -4.782 5.598 -0.235
H -2.614 -2.719 1.627 0.213
H -0.863 -3.868 4.493 0.379
C -2.119 -1.843 3.406 -0.466
C 2.326 0.300 0.755 -0.418
H 1.105 4.884 -2.920 0.217
H -0.574 4.750 -4.761 0.195
H -1.699 -0.673 0.866 0.191
H -3.120 -6.805 5.135 0.174
H 0.298 -0.501 2.347 0.159
H 0.989 2.277 -2.656 0.198
H 3.979 0.166 -1.411 0.209
H -1.487 4.075 -2.507 0.178
C 1.172 -0.103 0.409 -0.395
H 0.890 -1.911 1.455 0.154
H -4.170 -5.162 3.611 0.534
H 2.942 3.545 -1.785 0.197
C 3.277 0.719 -1.695 -0.427
H 3.786 1.825 0.346 0.210
H 5.016 2.059 -2.184 0.204
C -1.221 -1.546 0.925 -0.338
H 3.039 -0.360 0.964 0.198
C 1.642 2.762 -3.564 -0.391
N -1.803 -3.706 4.932 -0.666
H -1.672 -5.076 6.459 0.177
C -2.688 3.391 -4.127 -0.595
H -2.663 2.708 -5.184 0.192
H 2.417 2.317 -0.260 0.182
C 3.854 1.999 -2.508 -0.357
C 0.497 -1.076 1.311 -0.324
H 0.988 -0.769 -0.685 0.162
C -1.589 -2.497 2.079 -0.418
H 3.643 3.705 -3.413 0.194
H -3.256 -4.629 6.009 0.207
C 3.112 3.177 -2.820 -0.415
H -1.469 -6.608 4.306 0.173
C -0.202 3.845 -4.350 -0.406
C 3.009 1.322 -0.305 -0.391
H -3.353 3.060 -3.346 0.214
O -3.813 -3.085 4.433 -0.594
H 2.408 0.767 1.767 0.205
H -0.994 -1.954 0.095 0.188
H -0.994 -3.432 2.019 0.233
C -2.715 -2.821 4.257 0.694
H 4.033 1.378 -3.535 0.165
H -1.132 2.464 -3.124 0.179
H -2.953 4.447 -4.540 0.209
C -1.367 3.322 -3.437 -0.362
O -3.273 -5.846 3.476 -0.807
H -0.084 3.263 -5.333 0.197
H 1.820 4.668 -4.466 0.201
C 1.079 4.123 -3.780 -0.422
H 0.503 0.728 0.392 0.202
H -0.923 -1.651 3.890 0.202
C -2.403 -6.352 4.472 -0.050
H 2.303 0.574 -2.127 0.228
H 2.005 2.135 -4.351 0.222
```

Results
E_LUMO in Eh: 0.029
E_tot in eV: -24836.603
Strongest force on any atom in eV/Å: 14.738
Kohn-Sham gap in eV: 8.56
HOMO in eV: -7.8